Computed, not measured: 6 unconnected molecules or ions with the total composition C43H36F5NO2S2 in a non-equilibrium geometry, with the ωB97M-V functional and the def2-TZVPD basis.

```
89
Properties=species:S:1:pos:R:3
C -1.63 2.11 0.14
S 0.11 2.31 -0.46
O 0.90 3.15 0.48
O 0.08 3.05 -1.73
C 0.88 0.69 -0.75
C 0.99 0.27 -2.16
C 1.60 -1.02 -2.51
C 2.14 -1.90 -1.43
C 2.02 -1.46 -0.04
C 1.37 -0.18 0.34
N 1.21 0.25 1.69
C 2.34 -0.02 2.54
C 2.72 1.05 3.49
C 3.83 0.92 4.42
C 4.60 -0.33 4.44
C 4.25 -1.39 3.47
C 3.14 -1.24 2.54
S 2.66 -2.52 1.32
H -2.29 2.31 -0.75
H -1.71 1.05 0.49
H -1.79 2.84 0.97
H 0.61 0.89 -3.00
H 1.65 -1.32 -3.58
H 2.62 -2.87 -1.71
H 0.92 1.23 1.76
H 2.16 2.02 3.50
H 4.09 1.75 5.11
H 5.44 -0.44 5.17
H 4.85 -2.32 3.50
F 4.97 -3.03 -2.58
C 5.24 -2.24 -3.62
C 5.60 -2.80 -4.83
C 5.87 -1.98 -5.91
C 5.79 -0.60 -5.76
C 5.44 -0.04 -4.54
C 5.15 -0.87 -3.46
H 5.66 -3.88 -4.92
H 6.14 -2.41 -6.87
H 6.01 0.05 -6.61
H 5.38 1.03 -4.43
H 4.87 -0.46 -2.50
F -5.77 1.19 0.05
C -5.81 2.45 0.52
C -6.42 2.70 1.74
C -6.46 4.00 2.23
C -5.89 5.03 1.49
C -5.29 4.77 0.27
C -5.24 3.47 -0.22
H -6.86 1.88 2.30
H -6.92 4.20 3.19
H -5.92 6.05 1.88
H -4.85 5.58 -0.31
H -4.77 3.25 -1.16
F 6.40 -1.36 6.76
C 6.00 -2.56 7.22
C 6.35 -2.95 8.50
C 5.93 -4.18 8.98
C 5.17 -5.02 8.16
C 4.83 -4.62 6.88
C 5.24 -3.38 6.40
H 6.94 -2.28 9.11
H 6.19 -4.49 9.98
H 4.85 -5.98 8.54
H 4.25 -5.28 6.24
H 4.98 -3.05 5.40
F 1.96 -1.74 -6.43
C 1.97 -2.02 -7.75
C 3.18 -2.13 -8.41
C 3.19 -2.42 -9.77
C 1.99 -2.58 -10.45
C 0.78 -2.45 -9.78
C 0.77 -2.18 -8.41
H 4.11 -2.00 -7.86
H 4.13 -2.52 -10.29
H 2.00 -2.80 -11.51
H -0.15 -2.57 -10.31
H -0.16 -2.09 -7.87
F -8.87 2.94 3.77
C -10.13 2.99 3.28
C -11.11 3.63 4.00
C -12.41 3.68 3.49
C -12.69 3.09 2.27
C -11.69 2.44 1.56
C -10.40 2.39 2.06
H -10.87 4.08 4.96
H -13.19 4.19 4.05
H -13.70 3.13 1.88
H -11.92 1.97 0.61
H -9.60 1.90 1.51
```

calculated total energy: -3160.99082 Eh
maximum force: 4.47 eV Å⁻¹
energy above the lowest of the compared OMol25 structures with the same formula, charge and spin: 0.000 eV
LUMO energy: 0.175 eV
SMILES: CS(=O)(=O)c1cccc2c1Nc1ccccc1S2.Fc1ccccc1.Fc1ccccc1.Fc1ccccc1.Fc1ccccc1.Fc1ccccc1
Kohn-Sham gap: 7.96 eV

Atomic partial charges in e from the Mulliken method, atoms 1 to 8:
1. C -0.9481
2. S 1.3261
3. O -0.6721
4. O -0.7040
5. C 0.1064
6. C -0.6264
7. C -0.6379
8. C -0.6889